A structure of composition C23H21BCl7F4N2O2S3Yb. Source: the OMol25 dataset; level of theory: ωB97M-V/def2-TZVPD.

ORCA input file:
```
! RIJCOSX wB97M-V def2-TZVPD def2/J DEFGRID3
* xyz 0 2
Yb -0.4547 -1.0034 0.6201
C -1.4889 2.8284 -1.3704
C -2.3665 2.6481 -0.1382
S -1.5551 2.1211 1.3969
C -0.4197 3.5354 1.7127
C 0.9335 3.0953 2.2377
S 1.7658 1.7635 1.3024
C 2.3770 2.6232 -0.1811
C 1.3202 3.0134 -1.2008
S -0.0106 1.7487 -1.4516
H -1.1431 3.8541 -1.4830
H -2.0866 2.5775 -2.2462
H -3.0655 1.8307 -0.3050
H -2.9264 3.5631 0.0607
H -0.8942 4.1718 2.4615
H -0.3379 4.0919 0.7841
H 0.8179 2.6599 3.2295
H 1.6154 3.9452 2.2913
H 3.0750 1.9074 -0.6135
H 2.9294 3.5074 0.1431
H 1.7978 3.1467 -2.1714
H 0.8429 3.9492 -0.9189
Cl 0.8724 -3.0082 3.1425
C 2.1648 -2.5359 2.0945
C 1.8035 -1.6834 1.0456
C 2.8415 -1.4343 0.1442
Cl 2.3749 -0.5404 -1.2607
C 4.1468 -1.8878 0.2917
Cl 5.3757 -1.4934 -0.8436
C 4.4535 -2.6769 1.4011
Cl 6.0584 -3.2346 1.6442
C 3.4492 -3.0224 2.3022
Cl 3.8093 -4.0267 3.6510
Cl -4.4599 -3.0802 -5.5986
C -3.6741 -2.3082 -4.2703
C -4.2480 -1.1601 -3.7131
C -3.6341 -0.5296 -2.6681
Cl -4.4325 0.8443 -1.9978
C -2.3951 -0.9639 -2.0886
O -1.8248 -0.3403 -1.1400
C -1.8690 -2.1661 -2.6796
C -0.6740 -2.7482 -2.1665
O 0.0300 -2.3028 -1.2577
C -2.5181 -2.8131 -3.7475
H -5.1853 -0.7851 -4.0984
H -0.3738 -3.6924 -2.6568
H -2.0908 -3.7228 -4.1403
C 1.6358 -0.0663 4.2065
C 0.1590 -0.1729 4.1171
N -0.6081 -0.1854 3.0389
C -1.9040 -0.1964 3.5048
C -1.9079 -0.2272 4.8622
N -0.5951 -0.2033 5.2360
H 2.0780 -0.0039 3.2173
H 2.0551 -0.9311 4.7190
H 1.9069 0.8252 4.7725
H -2.7555 -0.1661 2.8544
H -2.7117 -0.2689 5.5660
H -0.2391 -0.2509 6.1788
F -3.3662 -3.7313 0.9028
B -2.4178 -2.9360 1.4112
F -2.6148 -1.5497 0.9925
F -2.3089 -2.9275 2.7644
F -1.1201 -3.2196 0.8575
*
```

The energy comes out at -7148.34196 hartree. Its expectation value of S² is 0.751. Its HOMO-LUMO gap (spin up / spin down) is 7.845 / 7.701 eV. The molar mass comes out at 961.65 g mol⁻¹. The HOMO energy (spin up / spin down) comes out at -0.2976 / -0.2976 Ha. For the energy relative to the best compared isomer or geometry (same formula, charge and spin), the calculation gives 13.0 kcal per mole.

=====

A cluster of 2 separate species, C23H21BF2NO5 in total. Source: the OMol25 dataset; level of theory: ωB97M-V/def2-TZVPD.

ORCA input file:
```
! RIJCOSX wB97M-V def2-TZVPD def2/J DEFGRID3
* xyz 1 1
C 3.0363 -0.5416 4.6830
C 2.8759 -0.1495 3.2936
C 3.6257 0.5657 2.3722
C 2.7297 0.8796 1.3314
C 1.4455 0.3829 1.5958
B -0.3024 1.0453 1.9428
N -1.4497 0.0138 1.5018
C -0.8626 -1.2908 1.1611
C -2.3560 -0.2777 2.7014
C -1.7872 0.5676 3.8114
O -2.1781 0.6429 4.9599
O -0.6782 1.3129 3.3148
C -2.1825 0.7829 0.4383
C -1.4888 2.1047 0.2624
O -1.8705 2.9952 -0.4835
O -0.2893 2.1692 0.9874
O 1.6095 -0.2968 2.7906
H 3.9960 -0.3155 5.1708
H 2.2177 -0.0964 5.2665
H 2.8975 -1.6148 4.7946
H 4.6360 0.9384 2.4937
H 3.0133 1.4022 0.4444
H -1.5860 -1.9436 0.6521
H 0.0348 -1.1196 0.5663
H -0.4973 -1.7005 2.1069
H -3.4155 -0.0860 2.4521
H -2.2379 -1.3374 2.9799
H -2.1963 0.2503 -0.5081
H -3.2620 0.8741 0.6409
F -3.7175 -1.7024 -2.7339
C -2.4109 -1.9760 -2.3853
C -2.0896 -3.2775 -2.0073
C -0.7421 -3.5344 -1.7303
C 0.1334 -2.4730 -1.5011
C -0.2642 -1.1143 -1.6243
C 0.5497 0.0021 -1.1815
C 0.8475 0.8890 -2.2493
C 1.0079 2.2909 -2.1735
C 0.9823 3.0420 -3.3575
C 0.7366 2.5017 -4.6232
C 0.6684 1.1206 -4.6991
F 0.4372 0.5207 -5.9077
C 0.8772 0.3402 -3.5823
C -1.4977 -0.9179 -2.3489
H -2.8720 -4.0291 -1.9245
H -0.3537 -4.5602 -1.7262
H 1.1624 -2.6625 -1.1899
H 0.8857 0.1673 -0.1688
H 1.1247 2.7335 -1.1794
H 1.1503 4.1130 -3.3129
H 0.6831 3.0869 -5.5310
H 0.9769 -0.7354 -3.7182
H -1.7531 0.0173 -2.8682
*
```

The energy comes out at -1544.26876 hartree. Its HOMO-LUMO gap is 4.383 eV. The molar mass comes out at 440.23 g mol⁻¹. The HOMO energy comes out at -0.3961 Ha. For the energy relative to the best compared isomer or geometry (same formula, charge and spin), the calculation gives 72.4 kcal per mole.

=====

A structure of composition C23H21BF4N3O5STl. Source: the OMol25 dataset; level of theory: ωB97M-V/def2-TZVPD.

ORCA input file:
```
! RIJCOSX wB97M-V def2-TZVPD def2/J DEFGRID3
* xyz 0 1
Tl 1.4507 0.4690 0.1011
O -2.4392 2.9260 -1.4608
C -1.4763 2.3176 -0.8079
O -0.6504 1.5955 -1.3301
C -1.5238 2.5478 0.6795
C -2.5538 3.2693 1.2632
C -2.6090 3.3259 2.6434
C -1.6639 2.6317 3.3811
C -0.6688 1.9467 2.7003
N -0.5799 1.9352 1.3798
C 0.3951 1.1417 3.4095
O 0.0393 0.5639 4.5639
O 1.5211 1.0555 3.0021
H -2.4489 2.5857 -2.4135
H -3.2964 3.7461 0.6401
H -3.3902 3.8861 3.1411
H -1.6883 2.6433 4.4630
H -0.9158 0.4087 4.5660
N 1.4804 -2.2964 1.3481
C 2.1468 -3.2591 0.5992
C 2.8550 -4.2911 1.1603
C 3.5360 -5.2350 0.3608
C 3.5023 -5.1630 -0.9999
C 2.8010 -4.0972 -1.6171
C 2.7381 -3.9322 -3.0189
C 2.1048 -2.8493 -3.5510
C 1.5325 -1.9056 -2.6748
N 1.5334 -2.0355 -1.3714
C 2.1466 -3.1272 -0.8259
H 0.5561 -2.0437 1.0098
H 1.4801 -2.4611 2.3429
H 2.8735 -4.3902 2.2395
H 4.0801 -6.0363 0.8461
H 4.0060 -5.8988 -1.6161
H 3.2065 -4.6728 -3.6577
H 2.0491 -2.6982 -4.6209
H 1.0696 -1.0025 -3.0679
C -2.1166 -0.1503 -5.4301
S -1.6861 0.5402 -3.8403
O -2.3637 1.9014 -3.8634
C -2.7096 -0.5179 -2.8299
C -2.1771 -1.6918 -2.3148
C -2.9650 -2.4829 -1.4947
C -4.2628 -2.0929 -1.1924
C -4.7772 -0.9116 -1.7059
C -3.9989 -0.1090 -2.5292
H -3.1955 -0.0626 -5.5523
H -1.8026 -1.1948 -5.4518
H -1.5901 0.4269 -6.1895
H -1.1429 -1.9647 -2.5073
H -2.5492 -3.3778 -1.0525
H -4.8614 -2.6981 -0.5238
H -5.7802 -0.5973 -1.4454
H -4.3717 0.8303 -2.9174
F -1.9042 -0.5444 2.5903
B -2.1963 -0.8705 1.2355
F -3.0679 0.0759 0.6859
F -2.6778 -2.1748 1.1370
F -0.9406 -0.7803 0.5112
*
```

The energy comes out at -2424.85457 hartree. Its HOMO-LUMO gap is 8.084 eV. The molar mass comes out at 742.69 g mol⁻¹. The HOMO energy comes out at -0.2981 Ha. For the energy relative to the best compared isomer or geometry (same formula, charge and spin), the calculation gives 2.4 kcal per mole.

=====

A structure of composition C23H21Cl5N5O2Ti. Source: the OMol25 dataset; level of theory: ωB97M-V/def2-TZVPD.

ORCA input file:
```
! RIJCOSX wB97M-V def2-TZVPD def2/J DEFGRID3
* xyz 1 1
Ti 0.1257 0.2346 -0.4779
O -1.4546 -1.8054 3.3335
C -0.1726 -2.0874 3.7148
C 0.0768 -3.0793 4.6547
C 1.3709 -3.3448 5.0680
C 2.4342 -2.6171 4.5502
C 2.1848 -1.6362 3.6094
C 0.8866 -1.3543 3.1735
C 0.7087 -0.3735 2.0883
O -0.3264 -0.4676 1.2347
N 1.6317 0.5098 1.8944
N 1.4096 1.0881 0.6416
C 2.2249 2.0235 0.0925
C 1.9582 2.2648 -1.2421
C 2.6368 3.2143 -2.0645
C 2.2991 3.3510 -3.3634
C 1.2706 2.5223 -3.9255
C 0.6535 1.6215 -3.1367
N 0.9403 1.4698 -1.7973
H -2.0435 -2.3982 3.8141
H -0.7530 -3.6423 5.0698
H 1.5467 -4.1261 5.7968
H 3.4475 -2.8248 4.8668
H 2.9935 -1.0680 3.1702
H 3.0672 2.4492 0.6182
H 3.4247 3.8129 -1.6243
H 2.8146 4.0712 -3.9858
H 1.0146 2.5833 -4.9739
H -0.0885 0.9439 -3.5457
Cl -1.4733 -1.4440 -1.6773
C 0.0816 -2.3053 -1.4766
C 1.0969 -1.4906 -1.0424
C 2.3129 -2.1369 -0.8454
Cl 3.6746 -1.2306 -0.2798
C 2.4639 -3.5094 -1.0670
Cl 3.9707 -4.2783 -0.7802
C 1.3786 -4.2731 -1.5146
Cl 1.5500 -5.9557 -1.7911
C 0.1486 -3.6629 -1.7297
Cl -1.2282 -4.5420 -2.2604
N -4.1385 2.0903 -1.3674
C -3.8652 0.9029 -0.4691
C -2.7906 1.2688 0.5316
N -1.5901 1.7296 -0.1835
C -1.8662 2.9237 -0.9769
C -2.8777 2.5765 -2.0452
H -4.5180 2.8514 -0.8008
H -4.8488 1.8538 -2.0598
H -3.5514 0.0914 -1.1208
H -4.7963 0.6312 0.0215
H -2.5404 0.3974 1.1343
H -3.1707 2.0490 1.2034
H -0.8459 1.9248 0.4904
H -0.9527 3.2686 -1.4557
H -2.2545 3.7399 -0.3541
H -2.5198 1.7623 -2.6722
H -3.1323 3.4320 -2.6659
*
```

The energy comes out at -4463.53260 hartree. Its HOMO-LUMO gap (spin up / spin down) is 5.250 / 5.969 eV. The molar mass comes out at 624.59 g mol⁻¹. The HOMO energy (spin up / spin down) comes out at -0.3182 / -0.3446 Ha. For the energy relative to the best compared isomer or geometry (same formula, charge and spin), the calculation gives 0.0 kcal per mole.